Record 1
This record from the Open Molecules 2025 dataset describes one molecule with the formula C6H8FN3O3 in a non-equilibrium geometry. The level of theory is wB97M-V/def2-TZVPD.

The calculation puts the HOMO-LUMO gap at 9.31 eV. For the highest occupied orbital energy, the calculation gives -9.795 eV. The total energy is -723.16369 hartree. The LUMO energy is -0.018 hartree. The spin multiplicity is 1.

Geometry (Å):
O1 -2.88591 -1.83219 2.30164
N1 -2.05313 -1.01090 1.97178
O2 -2.14929 0.19711 2.07763
C1 -0.81239 -1.51188 1.40372
N2 -0.47371 -2.76989 1.41680
C2 0.75807 -2.78412 0.83964
C3 1.15583 -1.51434 0.48539
N3 0.11269 -0.68760 0.85606
C4 0.11803 0.78001 0.67251
O3 1.09991 1.13427 -0.24911
C5 0.69127 1.03318 -1.60671
C6 0.15615 2.38022 -2.07274
F1 -0.21054 2.25584 -3.40391
H1 1.30023 -3.70221 0.70356
H2 2.02960 -1.08860 0.02916
H3 -0.90956 1.06719 0.36976
H4 0.38662 1.23697 1.62550
H5 -0.06694 0.25023 -1.75819
H6 1.57020 0.74015 -2.19175
H7 -0.74852 2.67603 -1.49935
H8 0.93139 3.15054 -1.97137

***

Record 2
This record from the Open Molecules 2025 dataset describes one molecule with the formula C6H8FNOS in a non-equilibrium geometry. The level of theory is wB97M-V/def2-TZVPD.

The calculation puts the HOMO-LUMO gap at 9.72 eV. For the highest occupied orbital energy, the calculation gives -9.115 eV. The total energy is -861.43014 hartree. The LUMO energy is 0.022 hartree. The spin multiplicity is 1.

Geometry (Å):
C1 -0.36133 -0.91076 -2.43073
C2 0.13657 -0.34633 -1.07524
N1 1.56970 -0.31899 -1.00158
C3 1.89959 0.30632 0.06149
F1 3.17137 0.48662 0.34705
S1 0.71774 0.91963 1.08186
C4 -0.52601 0.51408 -0.18934
C5 -2.03592 0.76562 0.13481
C6 -2.41262 -0.40044 1.12005
O1 -2.27519 -1.67874 0.69314
H1 -1.46805 -0.90101 -2.48841
H2 -0.12346 -0.37521 -3.37706
H3 0.07922 -1.88236 -2.54221
H4 -2.18334 1.79407 0.46188
H5 -2.56268 0.73631 -0.84336
H6 -1.90158 -0.10491 2.05650
H7 -3.54819 -0.26531 1.24278
H8 -1.30621 -2.00324 0.79627

***

Record 3
This record from the Open Molecules 2025 dataset describes C6H8KN2O4S as an isolated structure in a non-equilibrium geometry. The level of theory is wB97M-V/def2-TZVPD.

The calculation puts the HOMO-LUMO gap at 2.51 eV. The total charge is -1. For the highest occupied orbital energy, the calculation gives -1.667 eV. The total energy is -1641.97747 hartree. The LUMO energy is 0.031 hartree. The spin multiplicity is 1.

Geometry (Å):
K1 -2.76130 1.49200 -1.11751
S1 -5.44399 0.12346 2.35781
O1 -6.02322 -1.14385 2.74239
O2 -4.02253 0.11132 2.55233
O3 -5.70016 0.39247 0.94815
O4 -5.93306 1.18266 3.24760
C1 3.55816 4.80868 -0.04041
C2 2.24394 4.35065 -0.41394
N1 1.16264 4.04894 -0.70680
H1 4.34046 4.04968 -0.03368
H2 3.43236 5.14592 0.98845
H3 4.01248 5.52928 -0.72043
N2 0.47987 -3.64654 -0.22797
C3 1.38557 -4.08592 -1.12609
C4 2.07087 -3.01202 -1.74480
C5 1.39693 -1.87967 -1.34183
C6 0.42557 -2.28762 -0.42030
H4 -0.16980 -4.16877 0.34238
H5 1.41805 -5.14816 -1.31842
H6 2.80091 -3.20317 -2.51740
H7 1.63156 -0.87096 -1.64816
H8 -0.30523 -1.78830 0.19858

***

Record 4
This record from the Open Molecules 2025 dataset describes C6H8LiLuO6 as an isolated structure in a non-equilibrium geometry. The level of theory is wB97M-V/def2-TZVPD.

The calculation puts the HOMO-LUMO gap at 5.46 eV. For the highest occupied orbital energy, the calculation gives -6.092 eV. The total energy is -1927.69830 hartree. The LUMO energy is -0.023 hartree. The spin multiplicity is 1.

Geometry (Å):
Li1 -1.20785 0.34270 2.42073
O1 0.19653 -0.17778 1.19147
O2 -1.94132 -0.42356 0.56948
C1 -2.81422 0.24042 -0.32603
C2 -1.95842 1.35846 -0.92909
O3 -0.63134 1.03607 -0.56269
C3 -0.59417 -0.25815 0.08152
H1 -3.16056 -0.46349 -1.09658
H2 -3.64608 0.65327 0.25726
H3 -2.23131 2.33166 -0.49458
H4 -2.04102 1.40025 -2.02322
Lu1 0.73691 2.19434 1.26182
O4 2.23508 1.71052 -0.10451
O5 -0.12039 -1.21045 -0.71609
C4 1.21572 -1.72947 0.30900
C5 2.50559 -0.92765 0.15196
O6 2.68718 -0.23198 -1.08090
C6 2.61120 1.14195 -1.15848
H5 1.69854 -2.72382 0.21417
H6 0.48026 -2.38291 0.80379
H7 3.34806 -1.63121 0.22941
H8 2.63161 -0.24916 1.00157

***

Record 5
This record from the Open Molecules 2025 dataset describes C6H8N as an isolated structure in a non-equilibrium geometry. The level of theory is wB97M-V/def2-TZVPD.

The calculation puts the HOMO-LUMO gap at 10.19 eV. The total charge is +1. For the highest occupied orbital energy, the calculation gives -13.852 eV. The total energy is -287.75391 hartree. The LUMO energy is -0.135 hartree. The spin multiplicity is 1.

Geometry (Å):
C1 -0.18098 -0.03295 -1.75015
C2 -0.76835 1.07200 -1.26241
C3 1.45005 -1.02346 0.34371
C4 -0.74193 0.34402 1.12228
C5 0.02520 -0.94629 0.85482
C6 0.50924 -0.19619 -0.48640
N1 -0.06731 1.05020 0.01114
H1 -0.38645 -0.62169 -2.59531
H2 -1.48750 1.81746 -1.43823
H3 2.15156 -0.47188 0.83910
H4 1.64614 -2.09238 0.06188
H5 -1.73830 0.21507 0.74960
H6 -0.54333 0.94206 2.14721
H7 -0.48884 -1.89570 1.15475
H8 0.62078 1.83974 0.24802

***

Record 6
This record from the Open Molecules 2025 dataset describes an isolated ion of composition C6H8N and charge +1 in a non-equilibrium geometry. The level of theory is wB97M-V/def2-TZVPD.

The calculation puts the HOMO-LUMO gap at 9.65 eV. The total charge is +1. For the highest occupied orbital energy, the calculation gives -13.985 eV. The total energy is -287.71353 hartree. The LUMO energy is -0.159 hartree. The spin multiplicity is 1.

Geometry (Å):
C1 -0.85109 1.48967 -0.04401
C2 0.26824 0.88938 0.34057
C3 1.75476 0.60333 0.26912
C4 1.27226 -0.80242 -0.38778
C5 -0.07643 -0.48877 0.06592
C6 -1.46975 -0.88503 0.58736
N1 -1.51493 0.17012 -0.53638
H1 -1.28795 2.48968 -0.32281
H2 2.31259 1.21733 -0.38650
H3 2.21544 0.59398 1.19855
H4 1.42742 -1.12891 -1.34018
H5 1.64995 -1.57744 0.24455
H6 -1.87512 -1.89892 0.22270
H7 -1.81338 -0.56219 1.49044
H8 -2.01202 -0.10980 -1.40153

***

Record 7
This record from the Open Molecules 2025 dataset describes C6H8N as an isolated structure in a non-equilibrium geometry. The level of theory is wB97M-V/def2-TZVPD.

The calculation puts the HOMO-LUMO gap at 8.90 eV. The total charge is +1. For the highest occupied orbital energy, the calculation gives -13.978 eV. The total energy is -287.81813 hartree. The LUMO energy is -0.187 hartree. The spin multiplicity is 1.

Geometry (Å):
C1 -0.52933 1.47910 1.19269
C2 0.70089 0.83547 0.79778
C3 -0.94409 -1.64672 -1.64752
C4 -0.02383 -0.89214 -1.07720
C5 -1.31884 0.52592 0.65440
C6 -0.15331 -0.30705 0.32990
N1 1.95283 1.08267 0.68961
H1 -0.59094 -2.18409 -2.51039
H2 -1.81842 -2.04875 -1.20264
H3 0.88621 -0.64048 -1.68594
H4 -0.75095 2.45391 1.82897
H5 -2.29884 0.24399 0.40396
H6 -0.09141 -1.20749 1.01213
H7 2.47242 0.40030 0.08804
H8 2.50761 1.90535 1.12621

***

Record 8
This record from the Open Molecules 2025 dataset describes a 2-piece molecular cluster, C6H8N overall in a non-equilibrium geometry. The level of theory is wB97M-V/def2-TZVPD.

The calculation puts the HOMO-LUMO gap at 11.06 eV. The total charge is +1. For the highest occupied orbital energy, the calculation gives -15.448 eV. The total energy is -287.77140 hartree. The LUMO energy is -0.161 hartree. The spin multiplicity is 1.

Geometry (Å):
C1 -1.66670 -0.95587 -1.46823
C2 2.04997 -0.08418 1.12350
C3 -1.91295 1.15083 -0.96373
C4 -1.23158 -0.05914 -0.42788
C5 -2.67566 0.04109 -1.53240
C6 3.30465 -0.30448 1.68829
N1 0.98549 -0.15907 0.71808
H1 4.16494 0.26222 1.16284
H2 -2.38904 1.83030 -0.38480
H3 -1.21311 1.75844 -1.67074
H4 -0.79788 -0.19138 0.55562
H5 -3.77197 -0.19307 -1.50166
H6 3.46877 -1.37625 1.78623
H7 3.22677 0.23684 2.56014
H8 -1.54171 -1.95627 -1.64526

***

Record 9
This record from the Open Molecules 2025 dataset describes a 2-piece molecular cluster, C6H8N overall in a non-equilibrium geometry. The level of theory is wB97M-V/def2-TZVPD.

The calculation puts the HOMO-LUMO gap (spin up / spin down) at 7.96 / 7.96 eV. The total charge is +1. For the highest occupied orbital energy (spin up / spin down), the calculation gives -13.799 / -13.803 eV. The total energy is -287.62928 hartree. The LUMO energy (spin up / spin down) is -0.215 / -0.215 hartree. The spin multiplicity is 1.

Geometry (Å):
C1 3.10499 1.45935 -0.05795
C2 2.16700 0.94448 0.45490
C3 -1.49328 0.48714 0.25241
C4 -0.51327 -0.16076 0.53961
C5 -2.64821 1.25584 -0.11871
C6 0.70142 -0.78795 0.74137
N1 1.32811 -1.50058 -0.34912
H1 4.01580 1.94428 -0.28329
H2 -3.24793 0.41596 -0.36639
H3 -2.55711 1.94621 -0.99288
H4 -3.01044 1.73047 0.75631
H5 0.87783 -0.84855 1.76146
H6 1.73758 -2.43037 -0.39256
H7 2.23454 -0.94016 -0.63300
H8 0.59080 -1.38311 -1.10045

***

Record 10
This record from the Open Molecules 2025 dataset describes an isolated ion of composition C6H8N and charge +1 in a non-equilibrium geometry. The level of theory is wB97M-V/def2-TZVPD.

The calculation puts the HOMO-LUMO gap (spin up / spin down) at 7.55 / 7.55 eV. The total charge is +1. For the highest occupied orbital energy (spin up / spin down), the calculation gives -13.697 / -13.698 eV. The total energy is -287.82040 hartree. The LUMO energy (spin up / spin down) is -0.226 / -0.226 hartree. The spin multiplicity is 1.

Geometry (Å):
C1 2.40463 0.48478 -0.07922
N1 1.40704 -0.55343 -0.25043
C2 0.10609 -0.30927 -0.05375
C3 -0.93392 -1.26826 -0.30097
C4 -2.23755 -0.71310 -0.16065
C5 -2.12000 0.65658 0.30878
C6 -0.89198 1.15484 0.29309
H1 2.51633 1.13323 -0.98233
H2 2.06230 1.09802 0.65901
H3 3.41589 0.13119 0.23926
H4 1.70394 -1.57838 -0.44313
H5 -0.79439 -2.37929 -0.48790
H6 -3.22357 -1.13500 -0.16991
H7 -2.93446 1.24169 0.73716
H8 -0.48034 2.03642 0.69100

***

Going through the records in order, we get energy above the lowest of the compared OMol25 structures with the same formula, charge and spin values of 0.0; 0.0; 96.2; 82.6; 127.0; 152.3; 86.7; 116.0; 205.2; 85.2 kcal/mol.